The following is a quantum chemistry calculation of a molecular structure, C7H14MgPS, from OMol25.

Values from the calculation:
Gap between HOMO and LUMO (Eh): 0.1574
Energy (Eh): -1214.62006

```
! RIJCOSX wB97M-V def2-TZVPD def2/J DEFGRID3
* xyz -1 1
C 0.11 -0.24 -1.72
C -1.05 -0.92 -2.16
C -0.85 -2.33 -1.95
C 0.37 -2.51 -1.23
C 0.97 -1.22 -1.06
Mg 0.96 1.41 1.80
P -0.55 2.91 0.62
H 0.34 0.82 -1.87
H -1.89 -0.47 -2.68
H -1.52 -3.13 -2.25
H 1.91 -0.99 -0.60
H 0.78 -3.45 -0.87
H -1.83 3.13 1.23
H -0.87 2.74 -0.78
H 0.05 4.20 0.67
C -0.30 -0.26 4.12
S 0.04 -0.72 2.37
C -1.66 -0.56 1.72
H 0.52 0.35 4.53
H -0.33 -1.23 4.62
H -1.25 0.26 4.24
H -2.09 -1.56 1.89
H -2.24 0.20 2.26
H -1.66 -0.35 0.65
*
```

Results of the Mulliken charge analysis, in e, for atoms 1 through 6:
1. C -0.562
2. C -0.633
3. C -0.510
4. C -0.592
5. C -0.701
6. Mg -0.412



The following is a quantum chemistry calculation of a single C2H6Cl2NPS molecule, from OMol25.

Values from the calculation:
Relative energy (zero: lowest compared OMol25 entry of this formula, charge and spin) (kcal/mol): 22.77
Gap between HOMO and LUMO (Eh): 0.3452
Energy (Eh): -1794.50187

```
! RIJCOSX wB97M-V def2-TZVPD def2/J DEFGRID3
* xyz 0 1
C -0.96 0.92 0.04
N -0.15 0.03 -0.87
C 0.82 -0.72 -0.21
P 0.67 1.10 -2.34
S 1.72 0.12 -3.64
Cl -0.92 2.18 -3.10
Cl 1.74 2.48 -1.36
H -1.70 1.21 -0.58
H -1.22 0.27 0.91
H -0.28 1.65 0.45
H 1.34 -1.46 -0.72
H 1.32 -0.13 0.53
H 0.08 -1.36 0.44
*
```

Results of the Mulliken charge analysis, in e, for atoms 1 through 6:
1. C -0.978
2. N -0.282
3. C -0.881
4. P 0.729
5. S -0.328
6. Cl -0.220



The following is a quantum chemistry calculation of a single C2H2O3S molecule, from OMol25.

Values from the calculation:
Relative energy (zero: lowest compared OMol25 entry of this formula, charge and spin) (kcal/mol): 123.56
Gap between HOMO and LUMO (spin up / spin down) (Eh): 0.2938 / 0.2938
Energy (Eh): -701.14350

```
! RIJCOSX wB97M-V def2-TZVPD def2/J DEFGRID3
* xyz 0 1
O -3.49 1.54 1.43
S -2.23 1.82 0.90
O -1.53 2.92 1.35
C -1.12 0.36 1.09
C -0.09 -0.17 0.24
O -1.33 -0.88 0.42
H 0.11 0.22 -0.82
H 0.83 -0.53 0.81
*
```

Results of the Mulliken charge analysis, in e, for atoms 1 through 6:
1. O -0.459
2. S 0.749
3. O -0.444
4. C 0.097
5. C -0.112
6. O -0.274



The following is a quantum chemistry calculation of 12 unconnected molecules or ions with the total composition H25O12, from OMol25.

Values from the calculation:
Relative energy (zero: lowest compared OMol25 entry of this formula, charge and spin) (kcal/mol): 53.60
Gap between HOMO and LUMO (Eh): 0.3612
Energy (Eh): -917.58305

```
! RIJCOSX wB97M-V def2-TZVPD def2/J DEFGRID3
* xyz 1 1
O 1.92 3.96 -0.91
H -0.43 -3.82 1.33
H 1.54 4.29 -0.09
O 2.98 -0.97 -0.54
H 2.42 -0.97 -1.32
H -4.70 -1.55 -0.62
O 0.03 -0.31 0.36
H -1.94 -4.46 -0.86
O -1.34 3.71 1.53
H 0.30 -0.04 1.25
H -1.12 2.83 1.86
O -2.35 0.02 -3.87
H -3.18 0.14 -3.42
H -1.76 0.70 -3.56
O 0.93 -3.20 2.86
H 1.59 -3.87 2.66
H 0.82 -3.30 3.81
O -3.89 -1.02 -0.74
H 0.44 -1.18 0.27
H 1.97 2.64 -0.81
O -0.90 -4.55 1.72
H -0.91 -4.08 2.56
H 3.72 -1.57 -0.46
O -2.45 -3.79 -0.42
H 1.44 4.29 -1.68
H -2.47 -4.22 0.45
O -0.49 3.19 -1.42
H -0.87 3.42 -0.56
H -1.16 3.69 -1.91
O 1.64 1.56 -1.01
H -2.08 3.87 2.13
H 0.67 1.79 -1.08
O 3.45 1.13 1.13
H -3.36 -1.76 -0.39
H 4.13 1.49 1.70
H 1.69 1.05 -0.18
H 3.73 0.87 0.25
*
```

Results of the Mulliken charge analysis, in e, for atoms 1 through 6:
1. O -0.582
2. H 0.318
3. H 0.379
4. O -0.557
5. H 0.322
6. H 0.319



The following is a quantum chemistry calculation of a molecular structure, C28H38Cl2KN4O9S2Sb, from OMol25.

Values from the calculation:
Relative energy (zero: lowest compared OMol25 entry of this formula, charge and spin) (kcal/mol): 39.39
Gap between HOMO and LUMO (Eh): 0.2189
Energy (Eh): -4542.93127

```
! RIJCOSX wB97M-V def2-TZVPD def2/J DEFGRID3
* xyz -2 1
K -0.41 -0.70 0.16
C 0.79 -4.03 -3.12
N 0.84 -2.61 -3.46
C 2.08 -2.14 -4.05
C -0.07 -1.78 -2.91
O -1.07 -2.16 -2.34
C 0.20 -0.28 -3.08
O -0.56 0.41 -2.13
C -1.46 1.38 -2.58
C -1.77 2.27 -1.38
O -1.10 2.21 -0.37
N -2.82 3.13 -1.51
C -3.12 4.01 -0.40
C -3.59 3.28 -2.72
H 0.55 -4.63 -4.00
H 0.04 -4.18 -2.35
H 1.76 -4.34 -2.72
H 2.46 -2.93 -4.70
H 2.83 -1.92 -3.29
H 1.91 -1.26 -4.67
H -0.06 0.02 -4.11
H 1.25 -0.06 -2.89
H -2.38 0.90 -2.94
H -1.03 2.00 -3.38
H -2.65 3.61 0.49
H -4.21 4.04 -0.26
H -2.76 5.03 -0.58
H -3.67 2.33 -3.24
H -3.18 4.04 -3.39
H -4.61 3.58 -2.44
Cl -6.49 -4.05 2.49
C -5.33 -2.79 2.08
C -4.43 -2.34 3.06
C -3.54 -1.36 2.76
Cl -2.43 -0.81 3.98
C -3.43 -0.73 1.45
O -2.57 0.13 1.22
C -4.40 -1.22 0.49
C -4.57 -0.67 -0.83
O -3.97 0.26 -1.36
C -5.31 -2.24 0.83
H -4.45 -2.78 4.05
H -5.24 -1.29 -1.46
H -6.01 -2.59 0.07
O 3.06 -1.86 3.77
S 1.90 -1.01 3.42
N 1.61 -0.63 2.02
O 0.85 -4.87 0.23
C 1.70 -4.02 -0.01
N 1.47 -2.71 -0.12
S 2.71 -1.71 -0.04
O 2.31 -0.54 -0.82
O 3.52 -2.25 -1.30
C 3.90 -3.52 -1.09
C 5.13 -3.96 -1.60
C 5.56 -5.25 -1.37
C 4.78 -6.15 -0.64
C 3.55 -5.72 -0.17
C 3.10 -4.43 -0.38
H 5.73 -3.25 -2.16
H 6.52 -5.57 -1.77
H 5.13 -7.16 -0.46
H 2.89 -6.39 0.37
C 3.11 4.42 3.34
C 2.88 2.97 2.91
Sb 1.40 2.57 1.34
C 0.93 4.67 0.84
C -0.03 5.50 1.68
C -0.16 2.08 2.76
C -0.49 3.04 3.90
H 3.86 4.49 4.13
H 2.19 4.87 3.73
H 3.45 5.04 2.51
H 2.56 2.37 3.76
H 3.81 2.53 2.56
H 0.55 4.59 -0.18
H 1.91 5.16 0.76
H -1.02 5.04 1.70
H -0.14 6.52 1.29
H 0.31 5.58 2.72
H 0.22 1.14 3.16
H -1.05 1.83 2.18
H 0.42 3.37 4.42
H -1.12 2.54 4.63
H -1.02 3.93 3.56
*
```

Results of the Mulliken charge analysis, in e, for atoms 1 through 6:
1. K 1.322
2. C -1.151
3. N 0.226
4. C -0.946
5. C 0.809
6. O -0.720



The following is a quantum chemistry calculation of a molecular structure, C36H37F3OsP2, from OMol25.

Values from the calculation:
Relative energy (zero: lowest compared OMol25 entry of this formula, charge and spin) (kcal/mol): 0.00
Gap between HOMO and LUMO (spin up / spin down) (Eh): 0.2900 / 0.1250
Energy (Eh): -2466.19694
<S²>: 6.0144

```
! RIJCOSX wB97M-V def2-TZVPD def2/J DEFGRID3
* xyz 2 5
Os -1.43 2.47 -0.19
C 1.41 -3.99 2.19
C 2.35 -3.07 1.98
C 3.50 -3.13 1.01
C 3.30 -4.03 -0.23
C 2.08 -3.75 -1.06
C 0.85 -4.25 -0.89
C 0.39 -5.22 0.16
C 1.23 -5.29 1.45
C -2.41 3.44 -1.72
H 0.71 -3.87 3.03
H 2.40 -2.21 2.66
H 4.41 -3.48 1.52
H 3.71 -2.10 0.67
H 4.18 -3.89 -0.87
H 3.33 -5.08 0.10
H 2.28 -3.13 -1.95
H 0.08 -4.04 -1.64
H 0.35 -6.24 -0.26
H -0.65 -4.97 0.42
H 0.71 -5.98 2.13
H 2.19 -5.77 1.23
H -3.46 3.52 -1.39
H -2.34 3.03 -2.74
H -1.95 4.44 -1.67
P 0.06 1.62 1.20
P -0.77 0.98 -1.69
C 0.85 0.21 0.36
C 0.57 0.01 -0.95
C 1.42 2.62 1.91
C 2.63 1.98 2.23
C 3.68 2.71 2.80
C 3.53 4.08 3.04
C 2.33 4.72 2.70
C 1.29 4.00 2.11
C -0.82 0.86 2.64
C -2.04 0.23 2.41
C -2.76 -0.32 3.48
C -2.24 -0.23 4.78
C -1.02 0.41 5.01
C -0.32 0.97 3.94
C -0.17 1.45 -3.36
C 0.74 2.51 -3.44
C 1.27 2.88 -4.68
C 0.87 2.21 -5.84
C -0.05 1.16 -5.76
C -0.59 0.79 -4.52
C -2.16 -0.18 -2.02
C -3.48 0.27 -2.13
C -4.49 -0.65 -2.42
C -4.19 -2.01 -2.56
C -2.87 -2.46 -2.41
C -1.85 -1.54 -2.13
H 1.51 -0.44 0.93
H 1.10 -0.69 -1.60
H 2.74 0.92 2.02
H 4.61 2.20 3.05
H 4.35 4.66 3.48
H 2.21 5.79 2.89
H 0.38 4.51 1.81
H -2.45 0.21 1.39
H -3.71 -0.80 3.30
H -2.81 -0.64 5.62
H -0.62 0.48 6.01
H 0.62 1.51 4.11
H 1.01 3.05 -2.52
H 1.98 3.70 -4.73
H 1.26 2.51 -6.81
H -0.36 0.63 -6.66
H -1.33 -0.01 -4.46
H -3.70 1.33 -1.97
H -5.52 -0.30 -2.54
H -4.99 -2.73 -2.75
H -2.63 -3.51 -2.50
H -0.83 -1.87 -1.99
F -3.58 3.98 0.97
C -2.20 3.89 1.07
F -1.70 5.17 0.76
F -1.94 3.74 2.43
*
```

Results of the Mulliken charge analysis, in e, for atoms 1 through 6:
1. Os 0.838
2. C -0.153
3. C -0.208
4. C -0.403
5. C -1.093
6. C -0.095



The following is a quantum chemistry calculation of 9 unconnected molecules or ions with the total composition C5H27N2O8, from OMol25.

Values from the calculation:
Relative energy (zero: lowest compared OMol25 entry of this formula, charge and spin) (kcal/mol): 36.14
Gap between HOMO and LUMO (Eh): 0.3430
Energy (Eh): -918.18350

```
! RIJCOSX wB97M-V def2-TZVPD def2/J DEFGRID3
* xyz -1 1
C 2.51 -0.11 0.08
N 2.22 1.05 0.94
C 2.20 0.55 3.17
O 3.35 0.80 3.48
C 1.28 -0.98 -0.17
C 0.20 -0.27 -0.99
C 0.61 0.12 -2.41
N 0.31 -0.91 -3.42
H 2.91 0.22 -0.92
H 3.28 -0.68 0.63
H 3.03 1.66 0.97
H 1.91 -0.48 2.96
H 1.41 1.31 3.27
H 1.55 -1.94 -0.63
H 0.85 -1.28 0.79
H -0.72 -0.86 -0.96
H -0.09 0.61 -0.40
H 0.03 1.00 -2.69
H 1.67 0.38 -2.44
H -0.49 -1.48 -3.18
H 1.06 -1.58 -3.56
H -3.96 1.68 1.51
H -2.65 1.89 0.10
O -3.21 1.17 1.19
H -3.17 -3.75 -0.21
H -3.31 -2.20 0.09
O -3.09 -2.88 -0.60
H -2.16 0.74 2.36
H -0.70 0.67 2.59
O -1.51 0.39 3.04
H 0.25 3.99 -0.43
H 1.45 1.63 0.58
O 0.21 3.15 0.03
H -3.57 -0.33 1.17
H -3.07 -1.41 2.15
O -3.72 -1.31 1.45
H 3.45 -2.19 -2.42
H 2.06 -2.63 -2.10
O 2.82 -2.89 -2.64
H -0.72 2.83 -0.20
H -2.23 1.86 -1.46
O -2.24 2.47 -0.72
*
```

Results of the Mulliken charge analysis, in e, for atoms 1 through 6:
1. C -0.758
2. N -0.146
3. C 0.087
4. O -0.588
5. C -0.482
6. C 0.464



The following is a quantum chemistry calculation of a molecular structure, C27H43F3NbO11, from OMol25.

Values from the calculation:
Gap between HOMO and LUMO (Eh): 0.2504
Energy (Eh): -2238.58450

```
! RIJCOSX wB97M-V def2-TZVPD def2/J DEFGRID3
* xyz -1 1
C -4.03 2.08 -2.16
C -3.88 0.67 -1.51
C -2.60 0.74 -0.65
C -5.12 0.52 -0.57
C -3.84 -0.34 -2.68
C -3.38 -1.79 -2.40
C -4.07 -2.47 -1.21
C -3.79 -2.63 -3.70
C -1.84 -1.96 -2.33
C -1.29 -2.98 -1.56
C 0.07 -3.14 -1.47
C 0.95 -2.30 -2.13
O 2.30 -2.51 -1.98
C 3.01 -1.42 -1.40
C 2.41 -0.87 -0.11
O 2.54 -1.87 0.89
C 1.30 -2.24 1.52
C 1.11 -1.72 2.94
Nb -0.40 -3.03 4.07
C 0.41 -1.30 -2.91
C -0.95 -1.14 -3.00
H -3.39 2.15 -3.05
H -3.78 2.86 -1.44
H -5.06 2.21 -2.53
H -1.76 0.96 -1.33
H -2.38 -0.24 -0.21
H -2.65 1.52 0.11
H -5.98 0.05 -1.06
H -5.33 1.51 -0.15
H -4.80 -0.10 0.27
H -3.25 0.05 -3.51
H -4.87 -0.40 -3.06
H -5.11 -2.15 -1.08
H -4.06 -3.57 -1.30
H -3.51 -2.24 -0.29
H -4.50 -3.42 -3.46
H -2.89 -3.01 -4.19
H -4.28 -1.96 -4.42
H -1.89 -3.69 -1.00
H 0.47 -3.94 -0.85
H 4.00 -1.80 -1.13
H 3.20 -0.61 -2.13
H 3.06 -0.03 0.20
H 1.40 -0.46 -0.22
H 1.31 -3.34 1.57
H 0.41 -1.97 0.94
H 0.73 -0.68 2.95
H 2.06 -1.73 3.49
H -1.57 -1.66 4.41
H 0.40 -2.68 5.68
H 0.67 -4.53 3.98
H -1.25 -3.51 2.50
H -1.57 -4.12 4.99
H 1.07 -0.63 -3.46
H -1.35 -0.34 -3.61
C 6.95 -1.69 -0.34
C 7.95 -1.49 0.77
O 8.61 -0.30 0.37
C 7.70 0.43 -0.34
O 7.82 1.58 -0.60
O 6.65 -0.34 -0.72
F 8.86 -2.50 0.81
H 7.37 -2.22 -1.19
H 6.05 -2.21 0.00
H 7.51 -1.35 1.76
C -7.12 3.56 3.38
C -7.74 2.19 3.24
O -6.64 1.38 2.89
C -5.53 1.96 3.45
O -4.50 1.41 3.56
O -5.80 3.24 3.83
F -8.65 2.16 2.24
H -7.06 4.07 2.42
H -7.64 4.19 4.09
H -8.20 1.81 4.16
C 7.63 4.74 -0.13
C 6.26 5.14 0.35
O 6.45 6.49 0.75
C 7.47 6.98 -0.02
O 7.72 8.13 -0.14
O 8.14 5.98 -0.63
F 5.86 4.42 1.42
H 8.26 4.39 0.69
H 7.60 3.98 -0.90
H 5.48 5.10 -0.42
*
```

Results of the Mulliken charge analysis, in e, for atoms 1 through 6:
1. C -1.984
2. C 2.690
3. C -1.922
4. C -1.740
5. C -2.761
6. C 3.672



The following is a quantum chemistry calculation of 2 unconnected molecules or ions with the total composition C2H10NS, from OMol25.

Values from the calculation:
Relative energy (zero: lowest compared OMol25 entry of this formula, charge and spin) (kcal/mol): 7.57
Gap between HOMO and LUMO (Eh): 0.3402
Energy (Eh): -534.87671

```
! RIJCOSX wB97M-V def2-TZVPD def2/J DEFGRID3
* xyz 1 1
N 1.05 -1.91 -1.22
H 0.73 -1.09 -0.68
H 1.71 -1.54 -1.91
H 0.31 -2.44 -1.66
H 1.56 -2.48 -0.54
C -1.55 0.87 0.50
C -0.14 1.44 0.38
S 1.15 0.35 1.05
H -1.79 0.19 -0.32
H -1.74 0.41 1.46
H -2.27 1.67 0.34
H -0.08 2.38 0.90
H 0.09 1.59 -0.66
H 0.97 0.55 2.36
*
```

Results of the Mulliken charge analysis, in e, for atoms 1 through 6:
1. N -0.374
2. H 0.037
3. H 0.411
4. H 0.387
5. H 0.434
6. C -0.838



The following is a quantum chemistry calculation of a single C23H25FN4O3 molecule, from OMol25.

Values from the calculation:
Relative energy (zero: lowest compared OMol25 entry of this formula, charge and spin) (kcal/mol): 27.97
Gap between HOMO and LUMO (Eh): 0.3227
Energy (Eh): -1436.07604

```
! RIJCOSX wB97M-V def2-TZVPD def2/J DEFGRID3
* xyz 0 1
C -2.20 3.77 2.90
C -2.04 2.39 2.28
C -1.62 2.38 0.80
C -2.65 3.07 -0.09
C -0.24 3.01 0.60
N -1.55 0.96 0.42
C -1.21 0.48 -0.78
O -0.98 1.16 -1.76
C -1.11 -1.06 -0.75
C -1.32 -1.83 -2.03
C -1.33 -1.25 -3.29
C -1.53 -2.02 -4.42
C -1.71 -3.38 -4.28
F -1.89 -4.14 -5.38
C -1.70 -3.99 -3.04
C -1.51 -3.21 -1.92
N 0.19 -1.41 -0.17
C 1.37 -1.33 -1.03
C 2.14 -0.07 -0.78
C 2.12 1.13 -1.42
C 3.04 1.96 -0.72
C 3.54 1.20 0.29
O 3.00 -0.04 0.26
C 0.27 -1.53 1.17
O -0.69 -1.34 1.91
C 1.58 -1.91 1.78
C 1.98 -1.28 2.96
N 3.12 -1.59 3.56
C 3.85 -2.55 3.01
C 3.44 -3.20 1.85
N 2.31 -2.88 1.24
H -1.27 4.32 2.87
H -2.50 3.67 3.94
H -2.96 4.34 2.38
H -2.99 1.85 2.36
H -1.30 1.83 2.85
H -3.64 2.64 0.08
H -2.39 2.93 -1.13
H -2.68 4.13 0.12
H -0.27 4.07 0.83
H 0.07 2.89 -0.43
H 0.50 2.53 1.24
H -1.60 0.30 1.19
H -1.85 -1.42 -0.02
H -1.19 -0.18 -3.39
H -1.54 -1.58 -5.41
H -1.84 -5.06 -2.96
H -1.50 -3.67 -0.94
H 1.02 -1.35 -2.06
H 2.00 -2.20 -0.84
H 1.53 1.40 -2.26
H 3.28 2.98 -0.94
H 4.25 1.40 1.06
H 1.38 -0.52 3.42
H 4.78 -2.79 3.50
H 4.02 -4.00 1.40
*
```

Results of the Mulliken charge analysis, in e, for atoms 1 through 6:
1. C -1.383
2. C -0.632
3. C 1.264
4. C -1.999
5. C -1.738
6. N 0.002